w) Molecular formula: C4H7N
Method: DFT, wB97M-V/def2-TZVPD

- molar mass (g/mol) = 69.11
- <S²> = 2.007
- HOMO (alpha / beta) (eV) = -5.0 / -11.4
- Kohn-Sham gap (alpha / beta) (Eh) = 0.2259 / 0.3439
- multiplicity = 3

Each atom is followed by the atoms it is bonded to, with distances in Å.
Element x y z (Å)
1 C -2.97355 -2.24848 -1.72840  N5 1.173
2 C -0.00576 -0.49015 0.46816  C3 1.319, H6 1.063, H7 1.168
3 C 1.14040 0.10790 0.72855  C2 1.319, C4 1.502, H8 1.146
4 C 1.32647 1.55305 1.09164  C3 1.502, H9 1.150, H10 1.158, H11 1.109
5 N -2.70962 -1.54161 -2.62697  C1 1.173, H12 0.941
6 H -0.91879 0.04914 0.54115  C2 1.063
7 H 0.09754 -1.63826 0.28310  C2 1.168
8 H 2.14241 -0.42868 0.87532  C3 1.146
9 H 2.04822 2.15614 0.42982  C4 1.150
10 H 1.86329 1.58341 2.11755  C4 1.158
11 H 0.26904 1.88744 1.07622  C4 1.109
12 H -2.27965 -0.98990 -3.25615  N5 0.941

***

x) Molecular formula: C4H7N
Method: DFT, wB97M-V/def2-TZVPD

- molar mass (g/mol) = 69.11
- <S²> = 2.039
- HOMO (alpha / beta) (eV) = -7.1 / -9.7
- Kohn-Sham gap (alpha / beta) (Eh) = 0.2997 / 0.2858
- multiplicity = 3

Each atom is followed by the atoms it is bonded to, with distances in Å.
Element x y z (Å)
1 C 0.18026 -1.76844 -0.38829  C3 1.339, H6 1.144, H7 1.040
2 C 1.51845 0.26119 0.47706  C3 1.431, N5 1.326, H8 1.148
3 C 0.40816 -0.50836 0.00472  C1 1.339, C2 1.431
4 C -1.62379 0.81897 -0.28093  H9 1.138, H10 1.076, H11 1.075
5 N 2.63538 0.35988 -0.22982  C2 1.326, H12 0.997
6 H -0.77838 -2.22159 -0.81758  C1 1.144
7 H 0.92245 -2.42338 -0.06926  C1 1.040
8 H 1.15222 0.88890 1.36547  C2 1.148
9 H -1.43435 1.62714 -1.05972  C4 1.138
10 H -2.38123 0.11656 -0.58337  C4 1.076
11 H -1.69912 1.36255 0.64395  C4 1.075
12 H 3.37618 0.99603 -0.02998  N5 0.997

***

y) Molecular formula: C4H7N
Method: DFT, wB97M-V/def2-TZVPD

- molar mass (g/mol) = 69.11
- <S²> = 2.006
- HOMO (alpha / beta) (eV) = -5.3 / -10.3
- Kohn-Sham gap (alpha / beta) (Eh) = 0.2359 / 0.2811
- multiplicity = 3

Each atom is followed by the atoms it is bonded to, with distances in Å.
Element x y z (Å)
1 C 0.11043 2.01916 -0.15534  C2 1.425, N5 1.229, H6 1.098
2 C 0.73905 0.75613 0.04645  C1 1.425, C4 1.535, N5 1.567, H7 1.143
3 C -0.73734 -1.35188 0.59396  C4 1.534, H8 1.124, H9 1.132, H10 1.110
4 C 0.19617 -0.61576 -0.37626  C2 1.535, C3 1.534, H11 1.176, H12 1.132
5 N 0.82216 1.78728 -1.13008  C1 1.229, C2 1.567
6 H -0.55638 2.85041 0.11121  C1 1.098
7 H 1.65733 0.92334 0.70575  C2 1.143
8 H -0.20632 -1.29565 1.58343  C3 1.124
9 H -1.02584 -2.38036 0.21990  C3 1.132
10 H -1.71727 -0.84988 0.45132  C3 1.110
11 H -0.37228 -0.58735 -1.40493  C4 1.176
12 H 1.09028 -1.25544 -0.64541  C4 1.132

***

Which structure is most stable? x), by 9.1 kcal/mol over the runner-up.